# 1
The following is a DFT calculation (ωB97M-V/def2-TZVPD) of the molecule C6H12O in a non-equilibrium geometry.

The total energy comes out at -8462.730 eV. The SMILES is C/C=C/CCCO.

Structure (ORCA input):
```
! RIJCOSX wB97M-V def2-TZVPD def2/J DEFGRID3
* xyz 0 1
C -0.0986 -1.1891 1.6610
O -0.0724 -0.0816 2.5329
C 1.0457 -1.2736 0.6279
C 1.5143 -0.0184 -0.0962
C 0.5048 0.5497 -1.0928
C -0.7437 0.9255 -0.7895
C -1.8273 1.2904 -1.7370
H -0.0234 -2.1085 2.2617
H -1.0545 -1.2788 1.1322
H 0.5647 0.5249 2.1781
H 1.8885 -1.5190 1.2963
H 0.7863 -2.0974 -0.0330
H 1.6975 0.8499 0.5478
H 2.4434 -0.2390 -0.6170
H 0.9249 0.9438 -2.0171
H -1.1115 0.6327 0.1904
H -2.4343 0.4219 -2.0174
H -1.5239 1.6240 -2.7353
H -2.4804 2.0428 -1.2931
*
```

# 2
The following is a DFT calculation (ωB97M-V/def2-TZVPD) of the molecule C7H16N2.

The total energy comes out at -10495.502 eV.

Structure (ORCA input):
```
! RIJCOSX wB97M-V def2-TZVPD def2/J DEFGRID3
* xyz 0 1
C 1.1944 -0.2100 -0.4112
C 1.8896 -0.7878 -1.6390
C 1.8345 -0.7362 0.8765
C -1.2590 -0.0488 1.8083
C -2.4726 0.7438 -0.2233
N 1.1125 1.1996 -0.4288
C -1.0862 0.5290 0.3935
N -0.3319 -0.6848 -0.4418
C -0.1646 1.6811 0.2263
H 1.1512 1.5321 -1.3874
H -0.6631 -0.6717 -1.4024
H -0.4770 -1.6145 -0.0563
H -0.5897 2.4219 -0.4524
H 1.9828 -1.8735 -1.5760
H 1.3549 -0.5329 -2.5584
H 2.9171 -0.6863 0.7578
H 1.5663 -0.1036 1.7170
H 1.5658 -1.7752 1.0898
H 2.8933 -0.3659 -1.7024
H -1.8001 -1.0062 1.8133
H -0.3114 -0.1643 2.3258
H -2.8815 1.6608 0.2038
H -3.1763 -0.0655 -0.0089
H -2.4055 0.8878 -1.3044
H -1.8435 0.6711 2.3807
*
```

# 3
The following is a DFT calculation (ωB97M-V/def2-TZVPD) of the molecule C18H29NO2.

The total energy comes out at -24721.008 eV. The SMILES is CC[C@H](C)c1ccccc1OCCOCCN1CCCC1.

Structure (ORCA input):
```
! RIJCOSX wB97M-V def2-TZVPD def2/J DEFGRID3
* xyz 0 1
C 1.5670 5.5011 -0.0887
C 2.4511 4.3574 -0.5705
H 2.0504 3.9489 -1.4975
H 3.4552 4.7369 -0.7751
C 2.5574 3.2349 0.4703
C 1.2065 2.6462 0.8001
C 0.7232 2.7411 2.0960
C -0.5062 2.2197 2.4616
C -1.2787 1.5862 1.5092
C -0.8244 1.4748 0.2062
C 0.4103 1.9977 -0.1588
O 0.9123 1.9234 -1.4334
C 0.1962 1.2421 -2.4327
C 0.1459 -0.2807 -2.2211
O -1.2060 -0.6803 -2.1483
C -1.4017 -2.0261 -1.7724
C -1.3485 -2.2324 -0.2526
N -1.2647 -3.6346 0.0749
C -2.4598 -4.4056 -0.2469
H -2.4131 -4.7176 -1.2926
C -2.4592 -5.6056 0.7153
H -3.3591 -5.5984 1.3301
H -2.4238 -6.5532 0.1815
C -1.2126 -5.3980 1.5827
H -0.3633 -5.9307 1.1566
H -1.3553 -5.7258 2.6103
C -0.9732 -3.8984 1.4727
H 0.0548 -3.6105 1.6997
H -1.6499 -3.3467 2.1489
H -3.3722 -3.8030 -0.1111
H -0.4526 -1.7464 0.1443
H -2.2265 -1.7432 0.2094
H -0.6539 -2.6732 -2.2489
H -2.3906 -2.2918 -2.1541
H 0.6837 -0.5274 -1.2958
H 0.6396 -0.8079 -3.0503
H -0.8319 1.6140 -2.5172
H 0.7301 1.4836 -3.3546
H -1.4403 0.9686 -0.5192
H -2.2414 1.1724 1.7716
H -0.8529 2.3094 3.4800
H 1.3286 3.2389 2.8404
C 3.5328 2.1502 0.0068
H 3.5993 1.3600 0.7521
H 4.5243 2.5747 -0.1367
H 3.2003 1.7185 -0.9322
H 2.9566 3.6739 1.3927
H 0.5573 5.1464 0.1068
H 1.5177 6.2865 -0.8397
H 1.9612 5.9302 0.8306
*
```

# 4
The following is a DFT calculation (ωB97M-V/def2-TZVPD) of a structure of composition C13H23BN6OSiSn in a non-equilibrium geometry.

The total energy comes out at -39177.134 eV.

Structure (ORCA input):
```
! RIJCOSX wB97M-V def2-TZVPD def2/J DEFGRID3
* xyz 4 1
C -0.2812 2.9918 -0.4422
N -0.0901 1.7375 -0.8934
N 0.0742 1.7553 -2.2520
C -0.0130 3.0334 -2.6602
C -0.2378 3.8542 -1.5526
B 0.2351 0.4772 -3.1473
N 1.3949 -0.3934 -2.6033
N 1.4970 -0.7094 -1.2773
C 2.5884 -1.4832 -1.1139
C 3.2043 -1.6679 -2.3706
C 2.4177 -0.9589 -3.2766
Sn -0.0136 0.1343 -0.0194
N -1.0815 -0.3344 -3.2262
N -1.6863 -0.8328 -2.1053
C -2.8375 -1.4057 -2.5425
C -2.9652 -1.2685 -3.9587
C -1.8124 -0.5770 -4.3418
H -3.5033 -1.8814 -1.8484
H -1.4677 -0.2507 -5.3142
H -3.7611 -1.6254 -4.5915
H 0.5200 0.8689 -4.2542
H 2.5079 -0.8122 -4.3447
H 0.0860 3.2635 -3.7113
H 4.1064 -2.2342 -2.5799
H -0.3539 4.9305 -1.5405
H 2.8654 -1.8351 -0.1385
H -0.4254 3.1716 0.6042
H -0.8435 -1.5631 -0.1951
C -0.2559 -1.7846 0.7890
H 0.5688 -2.3405 0.6412
H 0.4603 -0.6554 1.4290
H -0.8789 -1.7948 1.6010
C 1.5150 -0.8863 4.5065
Si -0.0003 -0.0011 3.8753
C -1.5512 -0.8424 4.5066
C 0.0377 1.7584 4.4909
O -0.0061 0.0750 2.2229
H 1.5059 -0.8947 5.6116
H 2.4263 -0.3921 4.1314
H 1.4788 -1.9331 4.1517
H -1.5481 -0.8349 5.6158
H -2.4363 -0.2960 4.1355
H -1.5779 -1.8836 4.1435
H 0.9514 2.2576 4.1250
H -0.8512 2.2979 4.1219
H 0.0375 1.7653 5.5988
*
```

Listing ΔE to the lowest compared entry with this formula, charge and spin for the structures above in their given order: 156.65, 362.38, 108.72, 119.80 kJ/mol.